a | 2 unconnected molecules or ions with the total composition C5H8N2OS, computed with ωB97M-V/def2-TZVPD.

Values from the calculation:
Frontier orbital gap (alpha / beta): 0.2846 / 0.2845 hartree
E_HOMO (alpha / beta): -8.348 / -9.248 eV
LUMO energy (alpha / beta): -0.60 / -1.51 eV

Each line ends with the natural charge from an NBO analysis.
Element x y z (Å)
C 2.86 -0.66 0.22  -0.0376
C 2.99 0.63 -0.14  -0.3979
C 0.76 -0.36 -0.44  0.2076
C -0.98 -1.90 -0.52  -0.4737
C -1.61 1.80 0.55  -0.3019
N 1.65 -1.18 0.11  -0.4404
N -0.43 -0.61 -0.89  -0.2329
O -1.91 0.67 -0.19  -0.3826
S 1.50 1.27 -0.77  0.3631
H 3.61 -1.31 0.64  0.2178
H 3.78 1.35 0.13  0.2454
H -1.31 -2.23 -1.52  0.2260
H -0.28 -2.43 0.09  0.2219
H -1.96 -1.73 -0.06  0.2419
H -0.51 1.66 0.88  0.1895
H -2.38 2.01 1.29  0.1999
H -1.64 2.65 -0.08  0.1538



b | A single C5H8N2OS molecule, computed with ωB97M-V/def2-TZVPD.

Values from the calculation:
Frontier orbital gap: 0.3335 hartree
E_HOMO: -8.596 eV
LUMO energy: 0.48 eV
SMILES: CCn1sc(=O)nc1C

Each line ends with the natural charge from an NBO analysis.
Element x y z (Å)
C 1.49 -1.45 0.70  -0.5937
C 0.79 -0.97 -0.63  -0.2306
N -0.51 -0.41 -0.40  -0.5314
S -1.83 -1.38 -0.18  0.2886
C -2.80 0.24 0.19  0.5929
O -3.99 0.19 0.30  -0.5447
N -1.91 1.24 0.10  -0.5651
C -0.73 0.92 -0.22  0.4847
C 0.38 1.87 -0.22  -0.7024
H 0.86 -2.06 1.17  0.2014
H 2.48 -2.01 0.61  0.2163
H 1.55 -0.53 1.25  0.1924
H 1.54 -0.40 -1.03  0.2158
H 0.80 -1.94 -1.07  0.2161
H 1.03 1.66 0.63  0.2462
H 0.12 2.93 0.01  0.2618
H 0.74 2.10 -1.20  0.2516



b (79.1 kcal/mol below the next structure)



a | 2 unconnected molecules or ions with the total composition C4H10N3, computed with ωB97M-V/def2-TZVPD.

Values from the calculation:
Frontier orbital gap (alpha / beta): 0.3620 / 0.3141 hartree
Total charge: +1
E_HOMO (alpha / beta): -13.100 / -14.904 eV
2S+1: 3
LUMO energy (alpha / beta): -3.25 / -6.36 eV

Each line ends with the natural charge from an NBO analysis.
Element x y z (Å)
C -1.43 -2.46 -0.76  -0.2005
C 0.05 0.19 -0.31  0.7384
C -2.22 0.36 0.48  -0.4035
C 2.21 1.18 0.18  -0.4493
N -0.75 -1.77 -1.52  -0.1898
N -0.77 0.56 0.62  -0.6182
N 1.33 0.28 -0.43  -0.5814
H -1.81 -3.38 -1.16  0.2412
H -1.56 -2.23 0.38  0.2065
H -2.80 0.85 1.20  0.2395
H -2.32 0.84 -0.50  0.2275
H -2.48 -0.69 0.48  0.2146
H 3.25 0.87 -0.11  0.2510
H 2.14 0.94 1.25  0.2099
H 2.13 2.24 0.15  0.2382
H -0.50 1.23 1.38  0.4374
H 1.73 -0.23 -1.17  0.4386



b | A gas-phase ion, C4H10N3 (charge +1), computed with ωB97M-V/def2-TZVPD.

Values from the calculation:
Frontier orbital gap (alpha / beta): 0.2776 / 0.2364 hartree
Total charge: +1
E_HOMO (alpha / beta): -10.638 / -13.795 eV
2S+1: 3
LUMO energy (alpha / beta): -3.08 / -7.36 eV

Each line ends with the natural charge from an NBO analysis.
Element x y z (Å)
C -0.09 -0.50 -1.52  -0.2245
C -0.83 -1.15 -0.62  0.0555
C 0.11 0.95 -1.18  0.0058
C -0.14 -0.69 1.67  -0.4467
N -0.69 1.06 0.05  -0.4412
N 1.44 1.24 -0.86  -0.8259
N -0.93 -0.25 0.60  -0.2568
H 0.32 -0.76 -2.56  0.2610
H -1.22 -2.19 -0.47  0.2424
H -0.48 1.46 -1.97  0.2559
H -0.71 -1.54 2.11  0.2418
H 0.84 -1.06 1.52  0.2453
H 0.04 0.16 2.34  0.2380
H -0.23 1.62 0.79  0.3939
H 1.93 1.95 -1.45  0.4158
H 2.00 0.34 -0.70  0.3906
H -1.92 -0.21 1.01  0.4489



a (38.7 kcal/mol below the next structure)



a | 2 unconnected molecules or ions with the total composition C2H4NS, computed with ωB97M-V/def2-TZVPD.

Values from the calculation:
Frontier orbital gap (alpha / beta): 0.2609 / 0.2402 hartree
Total charge: +1
E_HOMO (alpha / beta): -11.933 / -15.461 eV
2S+1: 3
LUMO energy (alpha / beta): -4.83 / -8.92 eV

Each line ends with the natural charge from an NBO analysis.
Element x y z (Å)
C -0.61 0.65 -0.20  -0.2098
C 0.65 0.30 0.38  -0.1637
N -0.12 -0.73 -0.36  -0.5630
S 0.84 1.48 -0.95  0.7153
H -1.61 0.95 0.06  0.3023
H 1.20 -0.12 2.18  0.0053
H -0.57 -1.48 0.18  0.4676
H 0.21 -1.05 -1.28  0.4461



b | A molecular structure, C2H4NS, computed with ωB97M-V/def2-TZVPD.

Values from the calculation:
Frontier orbital gap (alpha / beta): 0.2898 / 0.2823 hartree
Total charge: +1
E_HOMO (alpha / beta): -12.588 / -16.524 eV
2S+1: 3
LUMO energy (alpha / beta): -4.70 / -8.84 eV

Each line ends with the natural charge from an NBO analysis.
Element x y z (Å)
C 0.15 0.15 0.67  -0.1037
C 0.60 -0.92 -0.11  -0.4544
N -0.79 0.35 -0.38  -0.5842
S 1.87 0.10 -0.06  0.6946
H 0.09 0.49 1.75  0.3005
H 0.31 -1.68 -0.85  0.2957
H -1.75 0.42 -0.06  0.4317
H -0.48 1.09 -0.96  0.4196



b (56.7 kcal/mol below the next structure)



a | A single C4H7ClOS molecule, computed with ωB97M-V/def2-TZVPD.

Values from the calculation:
Frontier orbital gap: 0.3383 hartree
E_HOMO: -8.640 eV
LUMO energy: 0.57 eV
SMILES: CS/C(=C/Cl)CO

Each line ends with the natural charge from an NBO analysis.
Element x y z (Å)
C -0.30 -1.45 1.54  -0.7602
S -1.00 0.15 1.46  0.2158
C -0.23 0.89 -0.02  -0.1919
C 0.70 1.86 0.19  -0.2205
Cl 1.76 2.32 -1.06  0.0040
C -0.54 0.21 -1.35  -0.1220
O 0.02 -1.14 -1.48  -0.7174
H 0.79 -1.36 1.63  0.2169
H -0.63 -2.07 0.71  0.2404
H -0.68 -1.88 2.43  0.2303
H 0.85 2.52 1.12  0.2463
H -0.10 0.76 -2.21  0.1893
H -1.59 0.18 -1.37  0.2037
H 0.96 -0.99 -1.59  0.4654



b | A single C4H7ClOS molecule, computed with ωB97M-V/def2-TZVPD.

Values from the calculation:
Frontier orbital gap: 0.3461 hartree
E_HOMO: -9.034 eV
LUMO energy: 0.38 eV

Each line ends with the natural charge from an NBO analysis.
Element x y z (Å)
C 2.63 -1.56 1.19  -0.4564
C 2.57 -0.60 0.29  -0.1959
C -1.19 1.32 -0.58  -0.6266
C 0.01 0.40 -0.40  -0.5916
O 1.90 2.22 0.23  -0.9375
S 1.21 1.09 0.83  1.1968
Cl 3.34 -0.30 -1.14  0.1038
H 3.31 -2.44 1.04  0.1979
H 2.16 -1.69 2.05  0.2101
H -2.00 0.82 -0.98  0.2172
H -1.45 1.65 0.51  0.2092
H -0.84 2.14 -1.32  0.2317
H 0.65 0.22 -1.39  0.2297
H -0.19 -0.51 0.08  0.2115



c | 2 unconnected molecules or ions with the total composition C4H7ClOS, computed with ωB97M-V/def2-TZVPD.

Values from the calculation:
Frontier orbital gap: 0.3381 hartree
E_HOMO: -9.037 eV
LUMO energy: 0.16 eV
SMILES: ClSC1CC1.C=O

Each line ends with the natural charge from an NBO analysis.
Element x y z (Å)
Cl 0.98 3.68 -0.82  -0.1788
S 0.12 1.89 -1.34  0.2611
C 1.40 0.67 -1.19  -0.3865
C 1.69 0.12 0.19  -0.4025
C 0.93 -0.63 -0.77  -0.4218
H 2.12 0.77 -1.89  0.2228
H 1.38 0.60 1.05  0.2268
H 2.79 -0.18 0.38  0.2159
H 1.30 -1.53 -1.24  0.2336
H -0.17 -0.82 -0.65  0.2460
C -2.30 0.94 0.42  0.2784
O -2.58 -0.23 0.13  -0.5202
H -2.29 1.43 1.38  0.1086
H -1.95 1.60 -0.33  0.1166



d | A molecular structure, C4H7ClOS, computed with ωB97M-V/def2-TZVPD.

Values from the calculation:
Frontier orbital gap: 0.3732 hartree
E_HOMO: -9.473 eV
LUMO energy: 0.68 eV

Each line ends with the natural charge from an NBO analysis.
Element x y z (Å)
C -0.78 0.39 0.38  -0.3636
C 0.53 1.00 0.17  -0.4275
C 1.20 -0.08 -0.56  0.1046
C -0.10 -0.84 0.06  -0.1927
H -2.52 -0.21 1.81  0.1250
H -1.49 0.76 -0.31  0.2404
H 0.90 1.08 1.22  0.2093
H 0.71 1.82 -0.49  0.2500
H 2.22 -0.61 -0.37  0.1747
H 0.32 -0.42 -2.38  0.4843
H 0.18 -1.34 1.08  0.2480
O 1.10 0.21 -1.79  -0.7204
S -1.40 0.36 2.13  -0.0384
Cl -0.88 -2.13 -0.96  -0.0938



a (29.9 kcal/mol below the next structure)